{
  "formula": "C42H50O40Pd",
  "method": "the ωB97M-V functional and the def2-TZVPD basis",
  "species": ["Pd", "C", "C", "C", "O", "C", "C", "C", "O", "O", "O", "H", "H", "C", "C", "O", "C", "O", "O", "H", "H", "H", "H", "C", "C", "O", "C", "O", "O", "H", "H", "H", "H", "C", "C", "O", "C", "O", "O", "H", "H", "H", "H", "C", "C", "O", "C", "O", "O", "H", "H", "H", "H", "C", "C", "O", "C", "O", "O", "H", "H", "H", "H", "C", "C", "O", "C", "O", "O", "H", "H", "H", "H", "C", "C", "O", "C", "O", "O", "H", "H", "H", "H", "C", "C", "O", "C", "O", "O", "H", "H", "H", "H", "C", "C", "O", "C", "O", "O", "H", "H", "H", "H", "C", "C", "O", "C", "O", "O", "H", "H", "H", "H", "C", "C", "O", "C", "O", "O", "H", "H", "H", "H", "C", "C", "O", "C", "O", "O", "H", "H", "H", "H"],
  "coordinates": [[-6.7497, -15.5740, -30.0194], [-8.9383, -19.3000, -29.1323], [-8.1289, -18.1306, -29.2741], [-6.5945, -18.2122, -28.8095], [-5.8112, -17.3454, -29.1624], [-6.1907, -19.3596, -28.0418], [-7.0512, -20.4128, -27.8962], [-8.4689, -20.3910, -28.5305], [-9.2201, -21.4812, -28.7247], [-6.6330, -21.3231, -27.0843], [-8.5382, -17.0706, -29.7514], [-9.9404, -19.2410, -29.5308], [-5.2140, -19.3206, -27.5826], [-6.9134, -25.5313, -28.9074], [-6.2731, -24.1379, -28.8262], [-4.9819, -24.4661, -29.5152], [-4.6996, -25.7288, -29.3749], [-3.6924, -26.3210, -29.6445], [-5.8193, -26.3287, -28.9326], [-7.3196, -25.5814, -29.9176], [-7.7254, -25.8290, -28.2440], [-6.1919, -23.7708, -27.8031], [-6.7704, -23.2991, -29.3132], [-2.3912, -17.2879, -27.2976], [-2.3942, -17.9327, -28.6830], [-1.3569, -17.1768, -29.3094], [-0.7218, -16.3990, -28.4273], [0.2211, -15.6642, -28.7309], [-1.2077, -16.5719, -27.2452], [-2.4662, -18.2063, -26.7154], [-3.2715, -16.6786, -27.0927], [-3.3592, -17.9083, -29.1894], [-1.9139, -18.9093, -28.6239], [-11.3104, -23.9957, -30.0831], [-9.9269, -24.4458, -30.4779], [-9.8771, -25.7646, -30.0033], [-11.0970, -26.1341, -29.5625], [-11.3941, -27.2882, -29.1662], [-11.9195, -25.1240, -29.7061], [-11.7051, -23.6196, -31.0269], [-11.2358, -23.2865, -29.2587], [-9.1188, -23.8250, -30.0909], [-10.0220, -24.6226, -31.5492], [-9.1685, -23.1780, -25.7671], [-8.3438, -22.8572, -24.5178], [-7.4211, -23.9395, -24.5220], [-7.7403, -24.9163, -25.4402], [-7.2402, -26.0111, -25.5165], [-8.7468, -24.4444, -26.2182], [-8.8632, -22.5372, -26.5944], [-10.2298, -23.3585, -25.5967], [-8.8986, -22.9586, -23.5851], [-7.8262, -21.9031, -24.6172], [-3.3536, -21.7688, -27.7792], [-2.6663, -22.9162, -27.2231], [-2.1016, -23.6026, -28.3485], [-2.0243, -22.8480, -29.3852], [-1.4422, -23.1671, -30.3860], [-2.6460, -21.7403, -29.0705], [-3.4655, -20.8368, -27.2251], [-4.3373, -22.1689, -28.0249], [-3.4034, -23.6283, -26.8521], [-1.8740, -22.7660, -26.4899], [-3.8004, -21.1727, -24.1036], [-4.6900, -22.4254, -24.1243], [-3.7450, -23.3746, -23.7744], [-2.6645, -22.7816, -23.2518], [-1.7874, -23.4356, -22.6082], [-2.6850, -21.5091, -23.4395], [-4.2313, -20.3622, -23.5157], [-3.6016, -20.8826, -25.1353], [-5.2016, -22.5879, -25.0730], [-5.5452, -22.4483, -23.4489], [-12.6712, -20.6590, -32.1859], [-11.6184, -20.1661, -31.2681], [-12.3004, -19.1528, -30.5854], [-13.5775, -19.4423, -30.5128], [-14.3749, -18.8853, -29.7528], [-13.8131, -20.4665, -31.4586], [-12.4258, -21.6798, -32.4788], [-12.7308, -20.1488, -33.1473], [-10.8160, -19.6852, -31.8275], [-11.0743, -20.9243, -30.7049], [-9.5834, -16.8571, -32.7140], [-10.2658, -16.8339, -34.0197], [-9.4608, -15.9946, -34.7586], [-8.3309, -15.6202, -34.1065], [-7.4985, -14.8902, -34.5941], [-8.2777, -16.3128, -32.9575], [-9.5005, -17.9241, -32.5072], [-10.1003, -16.3475, -31.9008], [-11.2970, -16.4819, -34.0504], [-10.2639, -17.7763, -34.5675], [-3.5588, -15.7193, -34.5976], [-4.4944, -16.7541, -35.1807], [-5.3478, -17.0608, -34.0684], [-4.8728, -16.5692, -32.9696], [-5.4786, -16.5833, -31.9150], [-3.7869, -15.8743, -33.2045], [-3.8795, -14.7618, -35.0079], [-2.5534, -15.9940, -34.9167], [-3.9122, -17.6082, -35.5264], [-4.9456, -16.3297, -36.0777], [-5.9027, -17.4483, -23.7838], [-5.6244, -17.9729, -25.0802], [-4.2280, -18.0152, -25.1194], [-3.6741, -17.4255, -23.9902], [-2.5424, -17.3884, -23.6906], [-4.6953, -17.2107, -23.0960], [-6.4380, -18.1786, -23.1769], [-6.5360, -16.5646, -23.8625], [-5.9672, -17.2460, -25.8165], [-6.0704, -18.9392, -25.3159], [-11.8874, -20.0086, -27.0352], [-12.6916, -21.1485, -26.6243], [-13.8568, -20.6209, -26.0221], [-13.8200, -19.2835, -26.0463], [-14.8074, -18.5701, -25.7354], [-12.6567, -18.8975, -26.5083], [-11.7313, -20.0113, -28.1139], [-10.9548, -19.9962, -26.4711], [-11.9811, -21.7463, -26.0534], [-13.0572, -21.6155, -27.5388], [-11.1524, -15.2306, -28.8125], [-11.8174, -16.5664, -29.0658], [-13.1172, -16.3431, -28.5944], [-13.0813, -15.3851, -27.7321], [-14.0483, -15.0840, -27.0403], [-11.8885, -14.8590, -27.6273], [-11.2510, -14.5061, -29.6210], [-10.0722, -15.2130, -28.6678], [-11.3723, -17.3695, -28.4784], [-11.7563, -16.8193, -30.1243]],
  "forces_ev_per_angstrom": [[-0.111, -1.021, -0.049], [0.535, 4.220, -0.884], [3.450, -2.044, 1.922], [-4.371, -2.866, -0.097], [1.915, 3.183, -0.472], [-0.609, 2.962, -1.851], [-1.916, -2.234, 1.467], [1.163, -5.479, 0.789], [1.537, 1.137, 1.232], [-1.031, -0.489, -0.560], [-0.767, 2.824, -1.259], [-0.058, -0.186, -0.003], [0.075, -0.325, 0.035], [-1.374, 2.259, -1.902], [0.024, -0.493, 0.048], [-0.536, 3.487, 0.661], [-0.186, -1.984, -0.091], [-0.582, 0.818, 0.221], [1.539, -3.453, 1.275], [-0.543, -0.084, -0.201], [0.662, 0.099, 0.479], [0.958, -0.224, 0.175], [0.086, -0.372, -0.565], [-2.067, -2.103, -0.533], [1.250, 0.364, 0.221], [-0.223, 0.758, -1.643], [3.085, 1.609, -3.010], [-2.225, -1.652, 0.927], [0.002, 0.424, 2.842], [0.620, 0.813, 1.246], [0.251, 0.258, -0.049], [0.290, 0.053, -0.238], [-0.827, -0.454, -0.055], [1.920, 2.866, -0.695], [-0.149, -0.358, -1.094], [0.358, -1.361, 1.467], [0.226, -5.120, 0.922], [1.040, 4.541, -1.373], [-3.273, -1.956, 1.168], [-0.841, 0.547, 0.568], [-0.467, 0.339, -0.149], [0.015, -0.123, -0.347], [1.156, 0.794, -0.348], [-0.178, 0.432, -0.643], [-0.393, -0.958, -0.366], [0.995, -1.041, -0.086], [-0.091, -0.333, 0.238], [-0.540, 1.890, 0.069], [1.198, -1.751, 0.378], [-0.821, 0.628, 0.130], [-0.109, 0.946, 0.015], [-0.111, 0.415, -0.028], [0.056, -0.121, 0.094], [-0.767, -0.849, -2.668], [0.798, -2.776, 1.559], [0.330, -2.595, 2.754], [0.853, -0.511, -0.917], [-0.598, 0.997, 0.041], [-1.189, 4.616, -0.985], [0.685, 0.051, -0.492], [-0.378, 0.831, -0.057], [0.230, 0.026, 0.646], [0.020, 0.203, 0.012], [-3.521, 1.745, -1.329], [-1.027, 1.194, -0.273], [0.434, -1.661, 0.042], [3.768, -5.442, 3.488], [-3.288, 2.866, -2.766], [2.750, 0.723, 0.992], [-0.354, 0.280, -0.555], [0.216, 0.387, 0.157], [0.684, -0.256, -0.412], [0.321, 0.204, 0.668], [1.385, -0.959, -1.623], [2.117, 0.592, -1.790], [1.323, 0.666, 1.422], [-3.322, 0.516, 1.385], [2.283, -2.335, -2.900], [-2.388, 0.854, 2.082], [-0.747, -0.414, 0.412], [0.020, 0.560, 0.039], [0.058, 0.138, -0.063], [-0.674, 0.015, 0.940], [0.144, -1.580, 1.298], [-1.031, -0.287, -1.337], [0.857, 2.338, -1.732], [0.540, -0.245, -1.367], [-1.040, -0.941, 1.174], [-0.226, 0.633, 0.435], [0.498, 0.229, 0.927], [0.309, 0.097, -0.051], [0.023, 0.224, 0.348], [0.005, -0.402, 0.358], [-0.333, -0.650, -0.842], [0.791, -0.184, -0.435], [-1.115, -1.580, -2.639], [-1.786, 1.506, 1.982], [1.219, -0.427, -0.930], [2.042, 1.276, 0.488], [0.393, 0.407, 0.789], [0.192, 0.530, 0.622], [-0.408, -0.490, 0.422], [-0.995, -0.255, 0.476], [-2.578, 0.337, 3.699], [0.095, -0.057, -2.857], [2.022, 0.334, 0.096], [-1.946, -2.077, 0.833], [1.039, 0.576, -0.613], [0.780, 0.807, -1.146], [-0.227, 0.096, 0.151], [0.258, 0.243, 0.407], [0.012, -0.270, -0.495], [0.246, -0.116, 0.075], [0.842, 1.984, 0.705], [-0.668, -1.510, -1.179], [-0.194, -0.926, 1.065], [-4.616, 2.054, 0.856], [4.155, -2.535, -0.900], [1.258, 1.524, -1.147], [0.074, 0.775, 0.144], [0.256, 0.246, -0.566], [-1.203, -0.750, 0.607], [0.188, -0.864, 0.339], [0.511, -0.115, 0.353], [1.576, -0.120, -0.867], [-0.650, -1.660, -2.107], [-3.985, 1.078, 3.565], [1.965, -0.103, -1.306], [2.071, 1.703, -0.297], [-0.874, 0.165, -0.033], [-0.148, -0.597, 0.678], [0.146, -0.005, -0.029], [-0.514, -0.159, 0.175]],
  "energy_ha": -4767.76767,
  "max_force_ev_per_a": 7.48,
  "gap_ev": [5.02, 4.78],
  "spin_multiplicity": 4,
  "s2": 3.772,
  "total_charge": -1
}